(1)
DFT (ωB97M-V with the def2-TZVPD basis set) results for an isolated molecule of C20H21ClO3.

Summary:
* calculated total energy: -1460.66175 Ha
* multiplicity: 1
* HOMO-LUMO gap: 8.9 eV
* structure (SMILES): COC(=O)[C@@H](CC(=O)c1ccc(Cl)cc1)c1ccc(C(C)C)cc1
* energy above the lowest of the compared OMol25 structures with the same formula, charge and spin: 0.0000 eV

CARTESIAN COORDINATES (ANGSTROEM)
C: -1.143 -4.220 2.123
H: -0.536 -4.959 1.609
H: -2.159 -4.210 1.723
H: -1.191 -4.436 3.192
O: -0.516 -2.964 1.903
C: -1.074 -1.913 2.522
O: -2.030 -2.006 3.244
C: -0.389 -0.608 2.170
C: -1.095 -0.038 0.957
C: -1.110 -0.732 -0.247
C: -1.726 -0.196 -1.361
C: -2.347 1.046 -1.306
C: -2.338 1.728 -0.097
C: -1.724 1.195 1.022
H: -1.721 1.749 1.948
H: -2.816 2.695 -0.028
C: -3.006 1.647 -2.523
C: -4.134 0.751 -3.037
H: -4.859 0.565 -2.248
H: -4.644 1.229 -3.870
H: -3.745 -0.205 -3.378
C: -1.972 1.904 -3.621
H: -1.531 0.971 -3.963
H: -2.440 2.395 -4.472
H: -1.175 2.543 -3.248
H: -3.442 2.610 -2.233
H: -1.720 -0.757 -2.284
H: -0.640 -1.703 -0.315
C: 1.109 -0.775 1.899
C: 1.778 0.574 1.711
O: 1.261 1.608 2.066
C: 3.113 0.565 1.057
C: 3.905 -0.576 0.939
C: 5.140 -0.510 0.321
C: 5.588 0.699 -0.192
C: 4.816 1.847 -0.082
C: 3.590 1.773 0.547
H: 2.971 2.652 0.651
H: 5.176 2.781 -0.481
Cl: 7.124 0.774 -0.972
H: 5.757 -1.391 0.235
H: 3.575 -1.520 1.342
H: 1.268 -1.390 1.014
H: 1.586 -1.270 2.750
H: -0.534 0.079 3.009

Atomic partial charges in e from the Löwdin method, atoms 1 to 4:
1 C -0.0394
2 H 0.0930
3 H 0.1010
4 H 0.0976

***

(2)
DFT (ωB97M-V with the def2-TZVPD basis set) results for a cluster of 5 separate species, C20H21F3N2O4 in total in a non-equilibrium geometry.

Summary:
* calculated total energy: -1484.52905 Ha
* multiplicity: 1
* HOMO-LUMO gap: 8.7 eV
* structure (SMILES): C[N+](=O)[O-].C[N+](=O)[O-].Fc1ccccc1.Fc1ccccc1.Fc1ccccc1
* energy above the lowest of the compared OMol25 structures with the same formula, charge and spin: 8.5773 eV

CARTESIAN COORDINATES (ANGSTROEM)
C: 1.508 -1.495 3.763
N: 0.702 -2.469 4.591
O: 1.267 -3.546 4.823
O: -0.359 -2.106 5.033
H: 0.967 -0.555 3.871
H: 1.520 -1.860 2.736
H: 2.530 -1.530 4.141
C: -0.785 -4.749 2.400
N: -1.135 -5.112 0.954
O: -0.736 -4.435 0.105
O: -1.968 -5.980 0.872
H: -1.536 -4.065 2.797
H: 0.173 -4.229 2.386
H: -0.740 -5.642 3.023
F: -0.705 -1.207 -0.006
C: -0.664 -0.271 0.942
C: -1.008 -0.529 2.215
C: -1.112 0.428 3.147
C: -0.770 1.740 2.801
C: -0.302 2.018 1.513
C: -0.277 0.993 0.584
H: -1.301 -1.552 2.397
H: -1.416 0.172 4.151
H: -0.835 2.510 3.556
H: -0.100 3.021 1.168
H: -0.104 1.245 -0.451
F: 0.432 -0.560 -4.293
C: 0.187 -1.860 -4.193
C: 1.077 -2.798 -4.830
C: 0.829 -4.144 -4.701
C: -0.196 -4.579 -3.881
C: -0.953 -3.680 -3.171
C: -0.789 -2.354 -3.297
H: 1.901 -2.495 -5.459
H: 1.481 -4.874 -5.158
H: -0.361 -5.621 -3.647
H: -1.732 -3.856 -2.445
H: -1.458 -1.696 -2.764
F: 1.225 3.840 -1.315
C: 0.972 5.127 -1.317
C: 1.894 6.143 -1.714
C: 1.482 7.448 -1.687
C: 0.182 7.791 -1.253
C: -0.712 6.823 -0.849
C: -0.345 5.522 -0.970
H: 2.876 6.006 -2.141
H: 2.074 8.284 -2.029
H: -0.106 8.832 -1.275
H: -1.662 7.095 -0.413
H: -1.115 4.812 -0.707

Atomic partial charges in e from the Löwdin method, atoms 1 to 4:
1 C 0.0574
2 N -0.4285
3 O 0.0372
4 O 0.0698

***

(3)
DFT (ωB97M-V with the def2-TZVPD basis set) results for an isolated molecule of C20H21FN4O3 in a non-equilibrium geometry.

Summary:
* calculated total energy: -1319.26394 Ha
* multiplicity: 1
* HOMO-LUMO gap: 8.6 eV
* structure (SMILES): COc1cc([C@@H]2CC(=O)N[C@H](CC(=O)N3CCc4c(F)cccc43)N2)ccn1
* energy above the lowest of the compared OMol25 structures with the same formula, charge and spin: 1.0686 eV

CARTESIAN COORDINATES (ANGSTROEM)
O: -2.734 -0.651 4.677
O: 2.807 -1.330 1.403
F: 5.164 3.584 -2.152
N: -3.902 -0.392 -2.655
O: -5.095 -2.391 -2.781
C: -2.232 -0.667 3.549
C: 2.241 -0.219 1.400
C: -3.109 0.506 -2.000
C: -4.183 -1.593 -2.111
C: 6.077 0.133 -0.994
C: 6.106 1.390 -1.685
C: 4.938 -0.176 -0.319
C: -2.509 0.153 -0.798
C: -3.455 -2.087 -0.982
C: 5.093 2.365 -1.562
C: 3.892 0.820 -0.190
C: 4.034 2.071 -0.800
C: -2.597 -1.122 -0.268
N: 2.759 0.855 0.572
N: -0.887 -0.415 3.546
N: -0.670 -0.914 1.198
C: -5.806 -1.877 -3.996
C: -2.999 -0.675 2.209
C: 1.150 0.045 2.364
C: 2.774 2.934 -0.725
C: 2.121 2.190 0.532
C: -2.011 -1.387 1.162
C: 0.011 -0.857 2.511
H: -2.784 1.404 -2.459
H: 6.811 -0.569 -1.077
H: 6.960 1.493 -2.316
H: 4.895 -1.208 0.133
H: -1.902 0.909 -0.300
H: -3.875 -2.995 -0.704
H: -0.557 -0.204 4.494
H: -0.297 -1.445 0.440
H: -5.063 -1.675 -4.773
H: -6.335 -0.926 -3.813
H: -6.555 -2.516 -4.444
H: -3.789 -1.333 2.348
H: -3.359 0.332 1.928
H: 0.603 0.940 2.069
H: 1.644 0.226 3.313
H: 2.840 4.036 -0.493
H: 2.160 2.670 -1.585
H: 2.269 2.795 1.411
H: 1.013 2.100 0.409
H: -2.017 -2.385 1.508
H: 0.359 -1.942 2.807

Atomic partial charges in e from the Löwdin method, atoms 1 to 4:
1 O 0.0363
2 O 0.0539
3 F 0.0716
4 N 0.1152

***

(4)
DFT (ωB97M-V with the def2-TZVPD basis set) results for a structure of composition C20H21LiN in a non-equilibrium geometry.

Summary:
* calculated total energy: -836.73129 Ha
* multiplicity: 1
* HOMO-LUMO gap: 4.4 eV
* charge: +1

CARTESIAN COORDINATES (ANGSTROEM)
C: -4.801 0.173 2.501
N: -3.483 -0.453 2.485
C: -3.417 -1.892 2.717
C: -2.396 0.264 2.231
C: -1.087 -0.253 2.266
C: 0.010 0.428 1.764
C: 1.331 -0.149 1.702
C: 2.276 0.313 0.754
C: 3.541 -0.260 0.673
C: 3.905 -1.297 1.545
C: 2.988 -1.758 2.498
C: 1.712 -1.201 2.577
H: -5.550 -0.620 2.580
H: -4.903 0.858 3.357
H: -4.966 0.753 1.581
H: -4.450 -2.254 2.756
H: -2.879 -2.401 1.904
H: -2.914 -2.123 3.667
H: -2.558 1.320 1.960
H: -0.948 -1.263 2.675
H: -0.148 1.401 1.291
H: 1.979 1.116 0.072
H: 4.246 0.089 -0.085
H: 4.893 -1.752 1.476
H: 3.257 -2.568 3.179
H: 0.997 -1.561 3.320
C: 1.840 4.788 3.644
Li: -1.402 4.481 2.448
C: 2.195 3.432 3.441
C: 1.059 2.633 3.699
C: -0.050 3.485 4.003
C: 0.430 4.850 3.915
C: -0.487 5.898 4.077
C: -1.834 5.610 4.314
C: -2.287 4.283 4.441
C: -1.396 3.215 4.295
H: 2.499 5.656 3.608
H: 3.176 3.060 3.146
H: 1.017 1.549 3.753
H: -0.108 6.920 4.072
H: -2.540 6.429 4.454
H: -3.340 4.090 4.667
H: -1.695 2.176 4.416

Atomic partial charges in e from the Löwdin method, atoms 1 to 4:
1 C -0.0104
2 N -0.1724
3 C -0.0125
4 C -0.0400